The following is a quantum chemistry calculation of a cluster of 6 separate species, C14H27Br10FO2 in total, from OMol25.

Each line ends with the Löwdin charge.
Positions of all 54 atoms, in Å:
H (-3.7772, -0.4836, -1.2404)  0.123
H (-2.5505, 4.0097, -0.5286)  0.114
Br (4.7255, -8.1330, -1.1309)  0.591
C (6.3802, -7.1532, -0.8369)  -0.703
C (-1.7354, -0.0497, -0.7156)  -0.232
C (1.4255, -2.8234, -1.0591)  -0.648
H (-1.1550, 0.8624, -0.8473)  0.114
H (-0.1287, 6.1668, 5.4679)  0.049
H (-1.1805, 5.3704, 3.2259)  0.043
C (1.6296, -3.9240, -0.0526)  -0.706
Br (0.2738, -3.1643, 3.0892)  0.681
C (-4.9634, 3.1174, -5.6632)  -0.698
Br (2.2513, 5.7035, 4.9008)  0.590
C (-3.8499, 3.9192, -5.0454)  -0.662
C (1.3029, -1.5535, 3.4627)  -0.680
Br (-4.5534, 1.2152, -5.6615)  0.613
Br (-0.2044, 7.6158, 2.9083)  0.597
C (6.7533, -6.3252, -2.0371)  -0.705
H (-3.2520, 2.1016, -1.6365)  -0.012
H (1.3370, -0.9824, 2.5422)  -0.020
Br (7.5016, -7.4230, -3.4601)  0.601
H (2.3040, -1.9061, 3.7046)  0.065
Br (1.4338, -1.0700, -0.2170)  0.712
O (-1.9302, 3.7203, 1.2821)  0.113
C (0.7193, -0.7792, 4.6134)  -0.690
H (6.1836, -6.5120, 0.0206)  0.047
F (-1.5438, -0.9295, -1.7796)  -0.085
H (1.3932, -4.8898, -0.4962)  0.063
H (0.4687, 5.2368, 2.5972)  0.050
Br (-0.8734, 0.2032, 4.0724)  0.603
C (-3.6689, 1.6318, -0.7294)  -0.247
Br (3.4906, -4.0568, 0.5034)  0.594
C (-2.5898, 3.3963, 0.3827)  -0.395
H (7.5378, -5.6155, -1.7818)  0.057
H (1.0410, -3.7886, 0.8568)  -0.073
H (0.4344, -1.4089, 5.4506)  0.050
H (-5.9096, 3.2373, -5.1449)  0.051
H (2.1865, -2.8018, -1.8330)  0.052
H (0.4435, -2.9101, -1.5217)  0.058
H (0.1255, 4.4601, 5.0550)  0.054
H (1.4208, -0.0206, 4.9549)  0.059
C (0.3207, 5.4867, 4.7510)  -0.696
H (5.9089, -5.7910, -2.4613)  0.047
H (-3.5179, -0.0950, 0.4660)  0.118
Br (-3.8657, 3.7679, -3.1023)  0.767
O (-3.3969, 2.3402, 0.4997)  -0.007
H (-4.7551, 1.6328, -0.8617)  0.119
H (7.1376, -7.8848, -0.5736)  0.050
H (-3.9798, 4.9796, -5.2532)  0.059
C (-0.1565, 5.7163, 3.3428)  -0.709
H (-5.0886, 3.3847, -6.7105)  0.059
H (-2.8648, 3.6068, -5.3769)  0.054
H (-1.3901, -0.5860, 0.1638)  0.073
C (-3.2491, 0.1782, -0.5556)  -0.122

Calculated values
HOMO: -9.8 eV
LUMO energy: 0.34 eV
2S+1: 1
SMILES string: O=COCCCF.BrCCBr.BrCCBr.BrCCBr.BrCCBr.BrCCBr



The following is a quantum chemistry calculation of a cluster of 2 separate species, C14H27F3O4 in total, from OMol25.

Each line ends with the Löwdin charge.
Positions of all 48 atoms, in Å:
O (3.1559, 4.5540, -0.2632)  -0.179
F (0.1163, -3.8204, 0.7159)  0.163
H (-3.9191, -5.2557, -0.8066)  0.125
C (-0.3075, -0.3146, -0.1970)  -0.215
C (-1.0124, 2.1618, -0.5748)  -0.197
C (-0.8754, 2.7424, 0.8456)  -0.171
H (-1.6041, 4.5621, 1.7945)  0.119
O (0.2507, 4.9309, 1.1051)  -0.137
H (-0.5036, 0.3030, 1.8784)  0.090
O (-0.4810, -6.5922, -1.1524)  0.172
F (1.5360, -4.9657, -0.4509)  0.177
H (0.9632, 1.3114, -0.8442)  0.089
H (1.5311, 3.2922, -0.2814)  0.094
H (0.0943, 2.4783, 1.2730)  0.096
H (5.0112, 3.7555, -0.1744)  0.088
C (-0.7518, -5.5078, -0.7306)  -0.405
H (1.7927, 1.0474, 1.4194)  0.052
C (0.3218, -4.4270, -0.4586)  -0.541
C (0.9035, 5.3381, -0.0792)  -0.173
F (0.2735, -3.4982, -1.4266)  0.158
H (-2.3922, -7.5283, 0.5804)  0.080
O (-1.9507, -5.0238, -0.4543)  0.031
H (-0.8479, 2.9696, -1.2982)  0.102
H (-0.0704, -1.3693, 1.6456)  0.090
H (0.1623, 5.6482, -0.8263)  0.119
H (1.5108, 6.2079, 0.1774)  0.130
H (-1.6237, 2.2984, 1.5067)  0.107
H (0.2532, -1.0962, -0.7211)  0.092
H (-1.4906, 4.6644, 0.0381)  0.116
H (-3.3812, -6.3092, 1.4051)  0.084
H (3.7060, 2.5522, -0.2854)  0.082
H (2.2208, -0.5253, 0.7408)  0.078
C (-0.0825, 1.0025, -0.9444)  -0.214
H (1.7677, 4.2516, -1.7600)  0.131
H (-0.2305, 0.7981, -2.0100)  0.110
H (1.9287, -0.3470, 2.4750)  0.071
H (-2.0435, 1.8290, -0.7369)  0.112
C (-3.2498, -6.8652, 0.4771)  -0.059
C (1.5959, -0.0255, 1.4865)  -0.103
H (-4.1373, -7.4764, 0.3121)  0.083
C (-3.0663, -5.9191, -0.6867)  -0.188
C (-0.9940, 4.2721, 0.9369)  -0.211
H (-2.8930, -6.4542, -1.6192)  0.125
H (-1.3662, -0.5885, -0.2786)  0.114
C (4.0505, 3.5339, -0.6365)  -0.112
C (1.8312, 4.2753, -0.6614)  -0.203
H (4.1784, 3.4887, -1.7261)  0.089
C (0.1191, -0.3592, 1.2714)  -0.259

Calculated values
HOMO: -9.5 eV
LUMO energy: 0.73 eV
2S+1: 1
SMILES string: CCOC(=O)C(F)(F)F.CCCCCCCOCCOC



The following is a quantum chemistry calculation of a structure of composition C14H27FN3O2PTeTi, from OMol25.

Each line ends with the Löwdin charge.
Positions of all 50 atoms, in Å:
H (-2.7658, -2.5598, -2.1958)  0.098
H (2.6682, -1.6031, -1.7339)  0.102
F (-1.5040, 2.2109, 3.0269)  -0.429
H (5.2197, 0.2020, 1.0990)  0.100
C (4.3679, -1.1454, -0.4303)  -0.189
H (-0.3876, 3.1662, 0.8959)  0.102
N (0.7194, 1.7719, -0.2501)  -0.224
C (-0.4947, 2.5365, 0.0098)  -0.250
C (4.3174, -0.3739, 0.8874)  -0.184
C (2.8983, -1.4789, -0.6745)  -0.223
N (0.0845, -1.6741, -0.7400)  -0.257
H (5.0032, -2.0318, -0.4024)  0.100
C (1.2388, 2.1981, -1.5480)  -0.275
H (4.7375, -0.4872, -1.2221)  0.105
C (0.0308, 2.6958, -2.3304)  -0.197
H (3.3536, 1.4227, 0.1590)  0.098
H (-5.6382, 0.2536, 2.7820)  0.066
H (-1.3513, 1.8649, 0.1931)  0.070
H (-4.7317, 1.7665, 2.6444)  0.074
C (-0.3635, -2.7729, 0.1325)  -0.211
C (-2.1208, -2.1179, -1.4317)  -0.179
C (-1.8226, -3.0827, -0.2746)  -0.173
H (1.7554, 1.3668, -2.0353)  0.094
C (-4.6993, 0.7488, 3.0465)  -0.154
H (-2.6028, -1.2147, -1.0513)  0.095
H (1.9701, 3.0086, -1.4109)  0.105
H (0.2787, 3.3432, -3.1748)  0.098
N (2.1870, -0.3429, -0.0924)  -0.223
H (-0.6796, -0.8264, -2.4980)  0.085
H (-0.4575, 4.4142, -1.1028)  0.100
H (-2.5041, -2.9348, 0.5622)  0.056
H (4.1499, -1.0699, 1.7141)  0.110
C (3.0830, 0.5015, 0.6927)  -0.223
H (-1.8582, 3.4085, -1.4790)  0.101
Te (-2.5980, -1.6242, 3.5092)  0.691
C (-0.7934, 3.3842, -1.2436)  -0.172
O (0.0002, -0.1260, 1.3196)  -0.483
H (-0.5202, 1.8302, -2.7092)  0.095
C (-3.5110, 0.0290, 2.4901)  -1.044
H (-0.2702, -2.4750, 1.1752)  0.070
O (-3.1701, 0.2548, 1.2028)  -0.310
H (2.6321, -2.4177, -0.1731)  0.103
H (-1.9104, -4.1211, -0.6040)  0.095
P (0.5143, -0.0863, -0.1629)  0.749
H (-4.6402, 0.7984, 4.1333)  0.058
Ti (-1.6416, 0.5719, 2.2390)  0.725
H (-0.3379, -2.5661, -2.5924)  0.105
C (-0.7282, -1.7669, -1.9438)  -0.257
H (2.6142, 0.7984, 1.6309)  0.108
H (0.2786, -3.6477, -0.0379)  0.098

Calculated values
HOMO (spin up / spin down): -2.6 / -3.8 eV
Total charge: -1
LUMO energy (spin up / spin down): 2.78 / 2.78 eV
2S+1: 2



The following is a quantum chemistry calculation of a structure of composition C14H27INO2PdSSiTe, from OMol25.

Each line ends with the Löwdin charge.
Positions of all 49 atoms, in Å:
C (2.2051, -1.9205, -2.6896)  -0.163
H (-5.2203, -1.7673, -1.2364)  0.103
H (2.5854, -3.8090, 0.8382)  0.041
C (3.0684, -0.3540, 2.1259)  -0.210
H (0.7050, -4.6592, -1.7901)  0.042
Te (-1.6202, 2.3931, -0.6583)  1.329
C (2.9505, -3.3824, -0.0989)  -0.161
H (-0.5115, -3.4418, -2.0983)  -0.020
H (3.7839, -2.7170, 0.1394)  0.025
H (2.9270, -1.1044, -2.6070)  0.019
C (-3.9187, -0.3911, -0.2043)  -0.732
H (3.1611, 0.1154, -0.7092)  0.070
H (3.3550, -4.2026, -0.6972)  0.040
C (0.2282, -3.7715, -1.3642)  -0.231
C (1.7570, 0.4175, 2.2175)  -0.260
H (0.8866, -0.2119, 2.3810)  0.091
C (3.2419, 0.9072, 0.0290)  -0.243
H (-0.2903, -4.0931, -0.4580)  0.025
H (1.7798, 1.2340, 2.9419)  0.110
H (-4.6698, 2.1694, 1.6053)  0.113
N (-3.7374, 0.6623, 0.5565)  -0.070
H (4.2973, 1.4041, 1.8344)  0.124
H (2.8766, -1.2986, 1.6205)  0.077
C (4.0128, 0.5040, 1.2857)  -0.197
H (-7.2550, -0.5516, -0.4618)  0.122
H (-0.6469, 3.5306, 1.5407)  -0.002
Pd (-0.1873, 0.2599, -0.2747)  0.234
H (0.1054, 3.2524, -2.4971)  0.013
H (-0.6560, 4.6419, -1.6917)  0.015
O (1.5383, 2.7530, 0.9024)  -0.477
Si (1.5790, -2.5174, -1.0272)  0.234
C (-0.1796, 3.6764, -1.5371)  -0.393
H (-6.9687, 1.4599, 0.9974)  0.117
C (-1.6708, 3.3638, 1.2204)  -0.368
H (0.6752, 3.7699, -0.8747)  -0.013
S (1.5849, 1.3060, 0.6387)  0.816
H (1.3856, -1.5698, -3.3230)  0.031
C (-6.1147, 0.9057, 0.6356)  -0.034
C (-5.1444, -0.8894, -0.6113)  -0.113
O (1.1125, -1.2510, -0.0883)  -0.571
H (4.9261, -0.0239, 1.0145)  0.125
H (3.4696, -0.5596, 3.1173)  0.128
H (2.7000, -2.7348, -3.2246)  0.039
H (3.5841, 1.8369, -0.4228)  0.109
H (-2.1917, 2.7059, 1.9115)  0.003
C (-4.8342, 1.3045, 0.9740)  -0.128
I (-2.1834, -1.4419, -0.8164)  1.209
C (-6.2701, -0.2099, -0.1731)  -0.037
H (-2.2111, 4.3001, 1.1073)  0.020

Calculated values
HOMO: -12.0 eV
Energy above the lowest of the compared OMol25 structures with the same formula, charge and spin: 0.0 kcal per mole
Total charge: +1
LUMO energy: -4.07 eV
2S+1: 1



The following is a quantum chemistry calculation of a structure of composition C14H27IrN3S, from OMol25.

Each line ends with the Löwdin charge.
Positions of all 46 atoms, in Å:
C (2.9647, 1.1481, 0.9354)  0.000
H (2.6692, -1.0275, -2.3041)  0.089
H (3.9151, 0.7859, 0.5420)  0.101
H (3.1359, 1.3781, 1.9869)  0.103
C (1.9388, -0.7917, -0.2877)  -0.231
H (-2.8253, -0.0338, 0.1601)  0.144
N (-2.7538, 4.0564, -0.8044)  0.133
H (-2.0813, -0.5850, 2.3581)  0.091
H (0.5484, 1.4734, 0.2925)  -0.060
C (1.8814, 0.1251, 0.7690)  -0.252
C (1.0112, -1.8368, -0.3604)  -0.222
N (-2.4756, 0.4662, -0.7030)  -0.134
C (-2.0978, 2.8616, -0.7333)  -0.750
N (-2.9573, 1.7829, -0.6994)  -0.037
H (-0.7243, -3.8947, 1.0074)  0.127
C (-1.0421, -3.0053, 0.4633)  -0.013
C (-0.4471, 0.4779, -2.8305)  -0.266
H (-2.0091, -2.6902, 0.8554)  0.085
C (1.1272, -2.8610, -1.4413)  -0.009
H (0.5632, -2.5696, -2.3288)  0.103
S (-0.4354, 2.8437, -0.7030)  0.814
C (3.0025, -0.6571, -1.3325)  -0.016
H (-0.3584, 1.2883, 3.0043)  0.092
H (-0.8458, -0.7088, 3.6143)  0.099
H (0.7646, -3.8344, -1.1128)  0.096
H (-1.4286, -2.1559, 2.8373)  0.098
H (-3.9269, 1.9563, -0.9506)  0.175
Ir (-0.4471, 0.4779, -0.7030)  1.244
H (-3.6839, 4.1423, -0.4209)  0.130
H (-0.8867, -0.4712, -3.2003)  0.012
C (-1.1721, -1.1110, 2.6530)  -0.014
H (-1.0493, 1.3331, -3.2002)  0.009
C (0.6824, 1.1269, 2.7237)  -0.025
H (-2.8253, -0.0336, -1.5662)  0.158
H (2.1641, -3.0133, -1.7395)  0.098
H (1.2449, 0.8700, 3.6229)  0.124
H (1.0432, 2.0884, 2.3561)  0.085
C (-0.1022, -0.9843, 1.6132)  -0.237
H (-1.2107, -3.2827, -0.5765)  0.091
C (0.8204, 0.0659, 1.6805)  -0.281
C (-0.0233, -1.9197, 0.5764)  -0.218
H (-2.1687, 4.8812, -0.7283)  0.119
H (3.2721, 0.3878, -1.4936)  0.094
H (0.5946, 0.5718, -3.2003)  0.021
H (2.7324, 2.0821, 0.4189)  0.107
H (3.9035, -1.2055, -1.0489)  0.122

Calculated values
HOMO (spin up / spin down): -12.9 / -15.6 eV
Energy above the lowest of the compared OMol25 structures with the same formula, charge and spin: 0.0 kcal per mole
Total charge: +2
LUMO energy (spin up / spin down): -6.22 / -9.63 eV
2S+1: 6



Computed molar mass, in the same sequence as the records: 1045.4; 316.4; 494.8; 662.5; 461.7 g/mol.